Below is 14 unconnected molecules or ions with the total composition C84H56O28 at a distorted geometry, with properties calculated with wB97M-V/def2-TZVPD.

Bonds (Å) are listed after each position.
Cartesian coordinates (Å):
1 O -4.138 2.567 1.357  C29 1.191
2 O -0.863 3.454 -0.493  C32 1.242
3 O -1.967 -0.319 3.073  C98 1.230
4 O 4.835 4.199 1.613  C96 1.219
5 O -4.046 -2.260 5.160  C70 1.203
6 O -2.489 1.713 -6.797  C102 1.188
7 O -3.145 2.674 6.656  C61 1.218
8 O 0.303 4.893 3.936  C54 1.219
9 O 1.844 7.964 -0.520  C43 1.200
10 O 2.427 -6.691 -3.527  C92 1.225
11 O -2.679 -1.443 -1.995  C50 1.170
12 O -4.918 1.489 -2.284  C30 1.206
13 O -7.356 -0.002 2.596  C94 1.246
14 O 3.374 -2.604 -2.642  C97 1.200
15 O -1.182 -4.309 -2.567  C84 1.191
16 O 2.426 0.554 6.162  C91 1.233
17 O 8.203 -4.658 -2.276  C109 1.219
18 O 3.696 -4.250 1.088  C103 1.241
19 O 0.627 -2.430 1.880  C58 1.189
20 O 3.035 1.273 2.979  C68 1.218
21 O -0.718 -3.784 6.827  C106 1.208
22 O -4.087 -4.373 -6.919  C44 1.243
23 O 1.774 -2.795 -5.984  C88 1.238
24 O 0.421 2.280 -4.829  C93 1.196
25 O -1.256 6.841 0.164  C36 1.253
26 O 7.638 -0.839 1.265  C83 1.235
27 O -5.079 -3.309 -0.855  C65 1.211
28 O 3.122 4.203 -3.892  C66 1.207
29 C -3.483 3.516 1.057  O1 1.191, C53 1.538, C75 1.489
30 C -4.157 1.440 -3.219  O12 1.206, C34 1.476, C39 1.456
31 C 1.692 -5.336 -1.632  C35 1.335, C92 1.468, H146 1.102
32 C 0.111 3.754 -1.203  O2 1.242, C59 1.461, C82 1.500
33 C -2.697 0.392 6.950  C61 1.505, C79 1.324, H125 1.132
34 C -3.652 2.753 -3.667  C30 1.476, C49 1.325, H158 1.102
35 C 2.156 -4.692 -0.559  C31 1.335, C103 1.477, H139 1.064
36 C -1.909 5.814 0.461  O25 1.253, C105 1.468, C110 1.486
37 C 1.307 5.262 -2.654  C59 1.302, C66 1.502, H132 1.075
38 C 6.337 -4.254 -3.594  C69 1.331, C109 1.472, H161 1.087
39 C -4.045 0.221 -4.008  C30 1.456, C108 1.297, H129 1.097
40 C -1.912 -3.929 -6.007  C44 1.467, C76 1.345, H133 1.078
41 C 1.059 -0.649 -6.859  C67 1.349, C88 1.540, H167 1.117
42 C -2.656 -2.294 0.250  C50 1.549, C89 1.345, H150 1.075
43 C 2.541 7.076 -0.114  O9 1.200, C60 1.471, C63 1.490
44 C -3.365 -4.117 -5.940  O22 1.243, C40 1.467, C52 1.484
45 C -1.945 0.044 -0.392  C50 1.459, C64 1.268, H131 1.079
46 C 2.111 3.897 5.009  C54 1.463, C95 1.340, H114 1.079
47 C 5.336 -1.207 1.769  C83 1.502, C90 1.339, H148 1.077
48 C 2.638 5.025 1.287  C63 1.326, C96 1.500, H168 1.112
49 C -3.184 2.880 -4.899  C34 1.325, C102 1.506, H138 1.121
50 C -2.438 -1.243 -0.868  O11 1.170, C42 1.549, C45 1.459
51 C -6.088 -0.277 0.667  C55 1.341, C94 1.483, H120 1.099
52 C -4.024 -4.110 -4.610  C44 1.484, C107 1.331, H113 1.049
53 C -2.447 4.089 2.038  C29 1.538, C110 1.360, H163 1.051
54 C 0.747 3.896 4.480  O8 1.219, C46 1.463, C112 1.481
55 C -5.623 -1.066 -0.312  C51 1.341, C65 1.472, H118 1.160
56 C 2.235 2.964 -2.144  C66 1.507, C82 1.311, H134 1.081
57 C 4.373 -5.985 -0.566  C86 1.332, C103 1.531, H124 1.123
58 C 0.421 -2.830 2.981  O19 1.189, C80 1.455, C100 1.504
59 C 0.238 4.997 -1.960  C32 1.461, C37 1.302, H127 1.073
60 C 3.941 6.888 -0.521  C43 1.471, C62 1.348, H115 1.084
61 C -3.255 1.558 6.180  O7 1.218, C33 1.505, C74 1.465
62 C 4.609 5.778 -0.148  C60 1.348, C96 1.495, H121 1.098
63 C 1.978 6.089 0.851  C43 1.490, C48 1.326, H160 1.070
64 C -1.850 0.359 0.834  C45 1.268, C98 1.484, H153 1.085
65 C -5.600 -2.522 -0.097  O27 1.211, C55 1.472, C78 1.479
66 C 2.266 4.173 -3.042  O28 1.207, C37 1.502, C56 1.507
67 C 0.866 0.649 -6.546  C41 1.349, C93 1.530, H154 1.147
68 C 4.091 0.717 2.734  O20 1.218, C77 1.492, C90 1.520
69 C 5.081 -3.821 -3.683  C38 1.331, C97 1.517, H147 1.098
70 C -3.813 -1.140 5.529  O5 1.203, C79 1.490, C85 1.502
71 C 0.553 1.535 5.088  C91 1.468, C112 1.336, H137 1.064
72 C 6.604 0.731 2.726  C77 1.327, C83 1.463, H123 1.057
73 C -0.820 -4.361 4.531  C80 1.372, C106 1.495, H143 1.122
74 C -4.159 1.244 5.071  C61 1.465, C85 1.280, H130 1.097
75 C -3.697 4.301 -0.189  C29 1.489, C105 1.313, H151 1.097
76 C -1.175 -4.164 -4.907  C40 1.345, C84 1.486, H119 1.082
77 C 5.439 1.217 3.135  C68 1.492, C72 1.327, H117 1.136
78 C -6.301 -3.027 1.104  C65 1.479, C99 1.326, H128 1.099
79 C -3.043 -0.873 6.776  C33 1.324, C70 1.490, H142 1.168
80 C -0.443 -3.964 3.273  C58 1.455, C73 1.372, H126 1.078
81 C 5.387 -2.615 -1.416  C97 1.491, C104 1.333, H155 1.078
82 C 1.264 2.799 -1.277  C32 1.500, C56 1.311, H164 1.141
83 C 6.630 -0.450 1.863  O26 1.235, C47 1.502, C72 1.463
84 C -1.819 -4.266 -3.572  O15 1.191, C76 1.486, C107 1.488
85 C -4.397 0.021 4.775  C70 1.502, C74 1.280, H136 1.066
86 C 3.899 -6.619 -1.637  C57 1.332, C92 1.584, H141 1.044
87 C 0.687 -2.527 5.451  C100 1.339, C106 1.482, H165 1.100
88 C 1.318 -1.671 -5.737  O23 1.238, C41 1.540, C101 1.475
89 C -2.691 -1.914 1.539  C42 1.345, C98 1.437, H135 1.115
90 C 4.158 -0.619 2.012  C47 1.339, C68 1.520, H145 1.093
91 C 1.823 1.575 5.825  O16 1.233, C71 1.468, C95 1.530
92 C 2.579 -6.208 -2.411  O10 1.225, C31 1.468, C86 1.584
93 C 0.639 1.140 -5.115  O24 1.196, C67 1.530, C111 1.503
94 C -6.771 -0.824 1.865  O13 1.246, C51 1.483, C99 1.428
95 C 2.542 2.925 5.825  C46 1.340, C91 1.530, H157 1.069
96 C 4.091 4.891 0.938  O4 1.219, C48 1.500, C62 1.495
97 C 4.487 -3.037 -2.527  O14 1.200, C69 1.517, C81 1.491
98 C -2.154 -0.630 1.898  O3 1.230, C64 1.484, C89 1.437
99 C -6.781 -2.239 2.056  C78 1.326, C94 1.428, H122 1.096
100 C 0.852 -2.067 4.204  C58 1.504, C87 1.339, H156 1.087
101 C 1.095 -1.203 -4.356  C88 1.475, C111 1.319, H162 1.090
102 C -3.008 1.636 -5.731  O6 1.188, C49 1.506, C108 1.569
103 C 3.464 -4.938 0.081  O18 1.241, C35 1.477, C57 1.531
104 C 6.662 -3.005 -1.373  C81 1.333, C109 1.543, H152 1.061
105 C -2.914 5.313 -0.483  C36 1.468, C75 1.313, H159 1.087
106 C -0.295 -3.606 5.710  O21 1.208, C73 1.495, C87 1.482
107 C -3.297 -4.108 -3.495  C52 1.331, C84 1.488, H140 1.146
108 C -3.654 0.292 -5.243  C39 1.297, C102 1.569, H144 1.080
109 C 7.126 -4.094 -2.362  O17 1.219, C38 1.472, C104 1.543
110 C -1.793 5.264 1.836  C36 1.486, C53 1.360, H116 1.104
111 C 0.770 0.048 -4.092  C93 1.503, C101 1.319, H149 1.087
112 C 0.000 2.619 4.539  C54 1.481, C71 1.336, H166 1.104
113 H -5.068 -4.088 -4.706  C52 1.049
114 H 2.711 4.757 4.757  C46 1.079
115 H 4.363 7.592 -1.229  C60 1.084
116 H -1.322 5.735 2.717  C110 1.104
117 H 5.315 2.112 3.825  C77 1.136
118 H -5.387 -0.645 -1.367  C55 1.160
119 H -0.095 -4.129 -4.845  C76 1.082
120 H -6.180 0.785 0.400  C51 1.099
121 H 5.645 5.639 -0.486  C62 1.098
122 H -7.411 -2.630 2.863  C99 1.096
123 H 7.507 1.119 3.117  C72 1.057
124 H 5.442 -6.139 -0.259  C57 1.123
125 H -2.172 0.914 7.807  C33 1.132
126 H -0.794 -4.498 2.404  C80 1.078
127 H -0.431 5.831 -1.859  C59 1.073
128 H -6.347 -4.125 1.091  C78 1.099
129 H -4.410 -0.700 -3.538  C39 1.097
130 H -4.540 2.120 4.532  C74 1.097
131 H -1.835 0.635 -1.287  C45 1.079
132 H 1.566 6.251 -2.989  C37 1.075
133 H -1.575 -3.869 -7.028  C40 1.078
134 H 3.077 2.303 -2.290  C56 1.081
135 H -2.997 -2.543 2.407  C89 1.115
136 H -5.018 -0.246 3.950  C85 1.066
137 H 0.084 0.580 5.075  C71 1.064
138 H -2.850 3.838 -5.376  C49 1.121
139 H 1.672 -3.943 0.021  C35 1.064
140 H -3.797 -4.168 -2.466  C107 1.146
141 H 4.499 -7.249 -2.214  C86 1.044
142 H -2.819 -1.744 7.521  C79 1.168
143 H -1.522 -5.223 4.684  C73 1.122
144 H -3.538 -0.542 -5.920  C108 1.080
145 H 3.264 -1.244 1.946  C90 1.093
146 H 0.727 -5.014 -2.056  C31 1.102
147 H 4.370 -4.001 -4.501  C69 1.098
148 H 5.323 -2.228 1.428  C47 1.077
149 H 0.797 0.317 -3.039  C111 1.087
150 H -2.931 -3.305 0.012  C42 1.075
151 H -4.533 4.092 -0.868  C75 1.097
152 H 7.449 -2.577 -0.804  C104 1.061
153 H -1.464 1.264 1.289  C64 1.085
154 H 0.790 1.449 -7.364  C67 1.147
155 H 4.946 -1.913 -0.727  C81 1.078
156 H 1.299 -1.084 4.078  C100 1.087
157 H 3.398 3.110 6.438  C95 1.069
158 H -3.797 3.575 -2.948  C34 1.102
159 H -3.017 5.865 -1.413  C105 1.087
160 H 0.941 6.284 1.027  C63 1.070
161 H 6.798 -4.861 -4.369  C38 1.087
162 H 1.252 -1.978 -3.605  C101 1.090
163 H -2.407 3.571 2.952  C53 1.051
164 H 1.191 1.925 -0.547  C82 1.141
165 H 0.958 -1.943 6.343  C87 1.100
166 H -0.992 2.413 4.101  C112 1.104
167 H 0.964 -1.045 -7.899  C41 1.117
168 H 2.245 4.275 2.009  C48 1.112

Values from the calculation:
Total charge: 0
Lowest unoccupied orbital energy in eV: -1.9
Kohn-Sham gap in eV: 8.2
Energy in Eh: -5340.63952
Energy above the lowest of the compared OMol25 structures with the same formula, charge and spin in eV: 0.6989
HOMO energy in eV: -10.14